[1]
C34H52CoN5OPS5 | ωB97M-V/def2-TZVPD

The geometry in XYZ format:
```
99
Properties=species:S:1:pos:R:3
Co 0.00 -0.59 0.01
C -2.00 -3.37 -1.43
C -3.09 -2.31 -1.46
S -2.88 -0.94 -0.31
C -3.56 -1.59 1.23
C -2.73 -2.69 1.88
S -1.05 -2.08 2.16
C -0.11 -3.62 2.16
C 1.38 -3.31 2.09
S 1.92 -2.23 0.73
C 2.05 -3.37 -0.67
C 0.74 -3.91 -1.23
S -0.40 -2.58 -1.68
H -2.16 -4.07 -2.26
H -1.98 -3.93 -0.50
H -4.07 -2.76 -1.27
H -3.13 -1.84 -2.45
H -4.57 -1.93 1.03
H -3.62 -0.71 1.89
H -2.70 -3.59 1.27
H -3.16 -2.96 2.85
H -0.45 -4.24 1.33
H -0.33 -4.15 3.08
H 1.96 -4.24 2.00
H 1.71 -2.80 2.99
H 2.70 -4.19 -0.37
H 2.58 -2.79 -1.43
H 0.24 -4.57 -0.52
H 0.95 -4.49 -2.13
C -1.90 1.85 -2.04
P -0.91 1.67 -0.51
C -2.09 2.39 0.68
C 0.32 3.00 -0.73
C 0.88 3.25 -1.98
C 1.81 4.27 -2.16
C 2.18 5.07 -1.08
C 1.62 4.84 0.17
C 0.70 3.81 0.35
H -1.44 1.36 -2.91
H -2.03 2.90 -2.27
H -2.88 1.39 -1.88
H -2.32 3.42 0.39
H -1.70 2.37 1.70
H -3.01 1.80 0.65
H 0.56 2.68 -2.85
H 2.23 4.45 -3.14
H 2.89 5.88 -1.22
H 1.88 5.49 1.00
H 0.26 3.65 1.33
C 0.81 7.24 -6.02
C 0.55 5.76 -6.17
C -0.73 5.23 -6.02
C -0.96 3.86 -6.14
C 0.09 2.99 -6.42
N -0.18 1.57 -6.48
C 0.17 0.71 -5.46
O -0.60 -0.08 -4.95
N 1.50 0.80 -5.06
C 1.97 0.55 -3.77
C 3.29 0.84 -3.43
C 3.69 0.70 -2.12
C 2.79 0.26 -1.17
N 1.54 -0.08 -1.49
C 1.14 0.07 -2.76
C 1.36 3.52 -6.63
C 1.58 4.88 -6.50
H -0.08 7.77 -5.69
H 1.14 7.68 -6.96
H 1.60 7.42 -5.28
H -1.56 5.89 -5.81
H -1.96 3.47 -6.01
H -1.13 1.37 -6.75
H 2.14 1.20 -5.72
H 3.98 1.19 -4.19
H 4.71 0.95 -1.83
H 3.08 0.15 -0.13
H 0.13 -0.21 -3.01
H 2.17 2.88 -6.96
H 2.57 5.28 -6.69
C 3.70 3.80 3.96
C 4.09 2.60 3.10
N 2.94 1.94 2.46
C 2.03 1.19 3.09
S 0.58 0.70 2.29
N 2.30 0.84 4.35
C 1.48 0.02 5.25
C 1.02 0.83 6.45
H 4.59 4.25 4.40
H 3.03 3.50 4.77
H 3.19 4.55 3.36
H 4.64 1.87 3.68
H 4.75 2.91 2.29
H 2.62 2.32 1.58
H 3.12 1.24 4.77
H 2.07 -0.83 5.57
H 0.63 -0.34 4.68
H 1.87 1.20 7.03
H 0.41 0.21 7.12
H 0.41 1.69 6.14
```

2S+1: 4
Charge: +2
Highest occupied orbital energy (alpha / beta), eV: -12.68 / -12.68

=====

[2]
C4H13O4 | ωB97M-V/def2-TZVPD

The geometry in XYZ format:
```
21
Properties=species:S:1:pos:R:3
C -0.71 -0.71 -1.62
O -1.37 0.20 -2.51
C 0.71 -0.35 -1.27
C 1.14 -1.04 0.01
C 1.29 0.03 1.18
O 0.12 0.63 1.59
H -1.33 -0.76 -0.69
H -0.94 -1.71 -2.05
H -1.65 1.00 -2.05
H 0.64 0.74 -1.18
H 1.46 -0.44 -2.07
H 0.49 -1.88 0.27
H 2.17 -1.39 0.03
H 2.11 0.78 1.08
H 1.78 -0.48 2.06
H -0.73 -0.51 1.68
H -2.40 -0.65 2.08
O -1.63 -1.11 1.73
H -0.77 3.14 0.93
H -0.13 1.78 0.59
O -0.26 2.74 0.22
```

ΔE to the lowest compared entry with this formula, charge and spin, kcal/mol: 29.1
Charge: -1
Highest occupied orbital energy, eV: -4.28

=====

[3]
C15H19N3O3S2 | ωB97M-V/def2-TZVPD

The geometry in XYZ format:
```
42
Properties=species:S:1:pos:R:3
C -3.77 -1.70 0.93
C -4.80 -0.79 0.43
C -4.46 0.80 0.53
H -5.47 1.25 0.30
C -3.45 1.04 -0.49
C -2.20 0.71 0.33
O -1.99 0.88 1.61
N -1.27 0.24 -0.70
C -0.03 -0.25 -0.42
C 0.76 -0.91 -1.40
C 1.93 -1.17 -1.18
C 2.46 -1.19 -0.05
C 1.92 -0.90 1.01
C 0.65 -0.12 0.97
H 0.08 0.23 1.63
H 2.32 -0.70 2.20
S 4.24 -2.09 0.32
O 4.57 -1.94 1.72
O 4.49 -3.03 -0.53
N 5.10 -0.73 -0.50
C 5.16 0.48 -0.23
N 4.15 1.15 0.68
C 4.58 2.44 0.92
C 5.73 2.82 0.60
S 6.60 1.68 -0.68
H 6.33 3.75 0.55
H 3.88 2.72 1.42
H 5.98 -0.99 -1.11
H 2.46 -1.87 -1.89
H 0.29 -0.95 -2.29
H -1.54 0.21 -1.59
C -3.72 0.85 -1.93
H -3.59 -0.15 -1.97
H -4.71 1.07 -2.12
H -3.01 1.34 -2.44
H -3.44 2.51 -0.20
H -4.32 0.93 1.42
H -5.82 -0.95 1.35
H -5.29 -0.96 -0.57
H -3.55 -1.30 1.92
H -4.09 -2.81 1.05
H -3.14 -1.59 0.37
```

ΔE to the lowest compared entry with this formula, charge and spin, kcal/mol: 422.6
Charge: 0
Highest occupied orbital energy, eV: -7.78

=====

[4]
C5H4INO | ωB97M-V/def2-TZVPD

The geometry in XYZ format:
```
12
Properties=species:S:1:pos:R:3
C 0.97 -1.02 0.00
C 1.36 0.27 -0.04
C -0.38 -1.54 0.04
C 0.55 1.45 0.00
C -1.42 -0.74 0.02
N -0.72 1.44 0.01
O -1.68 2.18 0.02
I -3.42 -0.52 -0.01
H 1.74 -1.78 -0.01
H 2.42 0.47 -0.09
H -0.48 -2.62 0.08
H 1.06 2.42 0.00
```

ΔE to the lowest compared entry with this formula, charge and spin, kcal/mol: 91.6
Charge: 0
Highest occupied orbital energy (alpha / beta), eV: -8.32 / -8.34

=====

[5]
C21H28N3O2Rh | ωB97M-V/def2-TZVPD

The geometry in XYZ format:
```
55
Properties=species:S:1:pos:R:3
O -3.17 0.22 -3.34
C -3.90 -0.34 -2.18
C -4.01 -1.70 -2.88
H -4.83 0.20 -2.06
H -3.26 -0.28 -1.28
C -2.94 -1.10 -3.89
H -5.02 -1.89 -3.25
H -3.67 -2.54 -2.25
C -3.06 -0.98 -5.41
H -3.79 -0.25 -5.80
H -3.24 -1.92 -5.92
H -2.06 -0.64 -5.75
C -1.58 -1.65 -3.45
H -1.39 -1.32 -2.42
H -0.79 -1.23 -4.08
H -1.53 -2.76 -3.48
Rh 0.11 -0.05 0.43
C 0.68 -1.69 1.50
C -0.06 -1.10 2.56
C -1.36 -0.82 2.07
H 0.37 -0.80 3.51
C -1.48 -1.38 0.76
C -0.22 -1.99 0.40
H -0.08 -2.66 -0.43
H 1.70 -2.06 1.59
H -2.11 -0.21 2.56
H -2.32 -1.27 0.07
C 2.17 0.67 -0.01
C 1.80 -0.64 -0.46
C 0.73 -0.48 -1.40
H 2.36 -1.55 -0.29
C 0.42 0.91 -1.49
C 1.33 1.61 -0.65
H 1.33 2.68 -0.46
H 2.90 0.85 0.76
H 0.35 -1.27 -2.04
H -0.46 1.30 -1.99
O -4.92 2.00 -3.12
C -5.75 1.34 -4.14
C -7.07 2.10 -4.37
H -5.98 0.32 -3.77
H -5.17 1.23 -5.07
C -7.16 3.05 -3.17
H -7.90 1.40 -4.46
H -7.01 2.64 -5.32
C -5.77 2.99 -2.49
H -7.94 2.70 -2.47
H -7.43 4.07 -3.46
H -5.91 2.65 -1.44
H -5.29 3.98 -2.49
N -0.39 2.03 1.70
C 0.23 2.75 2.40
N 0.74 3.64 3.15
C 1.89 3.53 3.77
N 2.91 3.50 4.36
```

2S+1: 5
Charge: 0
Highest occupied orbital energy (alpha / beta), eV: -6.31 / -8.08

=====

[6]
C4H9ClF2N2 | ωB97M-V/def2-TZVPD

The geometry in XYZ format:
```
18
Properties=species:S:1:pos:R:3
C 1.75 -0.49 0.64
C 0.47 -1.03 -0.05
C -0.65 -0.09 0.20
C -2.39 -1.40 0.40
N -1.93 1.61 -0.94
N -0.99 0.59 -0.89
F -2.64 -1.60 -0.95
F -3.45 -0.68 0.91
Cl -2.35 -3.05 1.20
H 2.09 0.52 0.27
H 2.54 -1.21 0.46
H 1.50 -0.31 1.70
H 0.30 -1.97 0.56
H 0.59 -1.09 -1.11
H -0.69 0.40 1.14
H -2.80 1.32 -1.35
H -2.01 2.00 0.00
H -0.86 0.19 -1.85
```

ΔE to the lowest compared entry with this formula, charge and spin, kcal/mol: 0.0
Charge: 0
Highest occupied orbital energy, eV: -7.98

=====

[7]
C9H4F9NO6PtSb | ωB97M-V/def2-TZVPD

The geometry in XYZ format:
```
31
Properties=species:S:1:pos:R:3
Pt 0.02 -0.24 -0.01
O 0.54 0.40 4.18
C 0.24 -0.02 2.99
O 1.05 -0.34 2.13
C -1.23 -0.11 2.70
C -2.26 -0.06 3.61
C -3.57 -0.18 3.13
C -3.80 -0.35 1.78
C -2.71 -0.38 0.93
N -1.48 -0.26 1.40
C -2.77 -0.53 -0.58
O -3.80 -0.80 -1.13
O -1.61 -0.33 -1.18
H 1.48 0.64 4.20
H -2.04 0.07 4.66
H -4.39 -0.14 3.83
H -4.79 -0.46 1.36
F 3.20 -1.53 -3.20
C 3.70 -1.31 -1.97
F 3.91 -2.50 -1.39
F 4.86 -0.69 -2.10
C 2.70 -0.46 -1.14
O 2.99 0.64 -0.77
O 1.58 -1.11 -0.94
F 0.58 1.79 0.29
Sb 2.06 3.03 1.18
F 2.65 3.29 -0.57
F 3.04 4.41 1.96
F 3.35 1.82 1.81
F 1.10 2.49 2.75
F 0.64 4.22 0.88
```

ΔE to the lowest compared entry with this formula, charge and spin, kcal/mol: 41.4
2S+1: 2
Charge: 0
Highest occupied orbital energy (alpha / beta), eV: -11.02 / -10.99

=====

[8]
C6H4N8O4 | ωB97M-V/def2-TZVPD

The geometry in XYZ format:
```
22
Properties=species:S:1:pos:R:3
O -3.38 2.07 1.16
N -2.15 2.26 1.14
O -1.62 3.39 1.06
C -1.24 1.13 1.23
C 0.13 1.34 1.32
C 1.03 0.26 1.47
N 2.47 0.41 1.40
O 2.99 1.52 1.21
O 3.13 -0.66 1.51
C 0.58 -1.06 1.58
N -0.78 -1.24 1.50
N -1.43 -2.44 1.49
N -2.69 -2.17 1.24
N -2.92 -0.84 1.12
C -1.72 -0.23 1.29
H 0.54 2.34 1.21
H 1.20 -1.93 1.41
C 1.65 -2.33 3.33
N 2.57 -3.37 3.34
N 3.32 -4.24 3.37
H 0.67 -2.60 3.76
H 2.09 -1.38 3.65
```

Charge: 0
Highest occupied orbital energy, eV: -9.27

=====

Calculated E_tot, -5390.5170; -461.1661; -1768.7115; -620.4221; -1241.8790; -927.1348; -2110.0108; -969.6921 hartree (same order as the records).